Record 1
DFT (ωB97M-V/def2-TZVPD) results for the ion C13H22NO2 with charge +1.

The geometry in XYZ format:
```
38
Properties=species:S:1:pos:R:3:mulliken_charge:R:1
H 0.699 -1.669 2.411 0.327
H 0.908 -1.717 -0.094 0.428
C -1.861 1.355 -1.787 -0.538
H -1.234 -4.815 2.389 0.397
C 1.604 0.797 -0.743 0.351
H 3.715 0.831 -0.444 0.400
H -2.697 0.779 -1.380 0.420
H 2.222 -0.109 1.104 0.584
H -0.456 0.446 3.709 0.340
C -2.000 2.823 -1.416 -1.134
H -1.900 -0.374 1.465 0.255
C -0.681 -2.991 1.398 -0.399
H -0.365 -0.632 -0.149 0.535
H -1.619 -2.905 0.847 0.318
C -0.131 -1.594 1.699 -0.036
N 0.412 -0.998 0.443 -0.067
C 0.551 1.126 -1.612 0.955
H -1.846 1.215 -2.872 0.358
H 0.033 -3.527 0.767 0.345
H -1.787 -1.194 3.028 0.385
O -0.683 0.538 2.778 -0.501
C 0.831 1.741 -2.824 -0.484
H 4.200 1.916 -2.600 0.405
H 2.341 2.505 -4.117 0.414
C 2.141 2.024 -3.173 -0.763
C 3.182 1.695 -2.325 -0.770
H 0.018 -3.909 3.230 0.348
H -2.036 2.936 -0.335 0.310
H -1.664 -3.379 3.299 0.339
C -1.213 -0.657 2.269 -0.630
C 2.908 1.081 -1.116 -0.782
C 1.301 0.190 0.600 -0.661
H -2.919 3.216 -1.840 0.410
H -1.163 3.403 -1.797 0.360
H 0.766 0.910 1.227 0.346
C -0.904 -3.818 2.661 -1.338
H 0.038 2.004 -3.505 0.362
O -0.710 0.753 -1.195 -0.588
```

Properties
E_HOMO = -12.025 eV
E_tot = -713.56297 hartree
Kohn-Sham gap = 9.620 eV
LUMO level = -2.404 eV
Net charge = +1
SMILES = CCOc1ccccc1C[NH2+][C@H](CC)CO

---

Record 2
DFT (ωB97M-V/def2-TZVPD) results for a structure of composition C22H25N3O3PRe at a distorted geometry.

The geometry in XYZ format:
```
55
Properties=species:S:1:pos:R:3:lowdin_spin:R:1
C -2.860 -3.335 1.507 0.004
P 0.109 -0.006 -1.100 0.009
H 2.675 -1.454 -1.988 0.000
C -1.996 1.956 -4.022 0.000
C 1.485 -1.684 2.343 0.003
H -1.998 1.974 -1.870 0.000
H -1.367 -4.086 -1.429 0.000
C -1.085 -2.264 -0.317 0.010
C 1.555 0.677 2.866 0.002
H -3.544 -3.731 2.243 0.000
H 2.561 -1.729 2.522 0.001
C 2.154 1.713 -0.835 -0.009
H -1.646 2.364 4.677 0.000
H 1.341 2.344 -0.490 -0.002
N -0.169 -1.692 -1.175 0.003
C 3.443 2.200 -0.911 0.000
H 5.447 1.771 -1.515 0.000
H -1.727 1.775 -6.139 0.000
O -0.746 1.099 3.294 0.022
C -1.632 -3.533 -0.541 -0.002
C -2.888 2.539 0.791 0.046
C 0.070 0.101 -3.827 0.002
C 4.449 1.377 -1.404 -0.004
H 0.020 -2.214 -2.027 0.000
C -1.827 1.412 4.174 0.002
O -3.599 3.433 0.860 0.072
C 4.178 0.062 -1.773 -0.004
H 2.520 0.412 3.310 0.000
H 0.892 -0.599 -3.755 0.000
H 1.236 -2.329 1.503 0.000
H 0.960 -2.032 3.235 -0.001
H 3.661 3.212 -0.602 0.000
H -2.964 -5.041 0.198 0.001
C -2.521 -4.070 0.367 0.013
H 1.688 1.574 2.240 0.001
H 0.771 1.850 4.504 0.000
H -2.571 -1.472 2.517 0.000
H -2.732 1.482 3.571 0.000
C -0.395 0.485 -5.070 0.001
H 0.458 0.109 4.671 0.000
C 2.884 -0.434 -1.704 -0.002
H -2.799 2.673 -4.102 0.000
C -2.308 -2.087 1.664 0.002
O 1.114 -0.354 1.975 0.013
H 4.981 -0.574 -2.117 0.000
C -1.548 1.571 -2.766 0.001
Re -0.707 0.422 1.122 0.726
N -1.439 -1.556 0.783 0.005
H 0.058 0.067 -5.957 0.000
C 1.873 0.394 -1.224 -0.009
C -1.409 1.427 -5.165 0.000
C -0.531 0.631 -2.680 0.013
C 0.510 0.939 3.954 0.000
H -1.950 0.628 4.927 0.001
N -2.133 1.602 0.689 0.078
```

Properties
E_HOMO (spin up / spin down) = -17.359 / -17.358 eV
E_tot = -1661.90848 hartree
Kohn-Sham gap (spin up / spin down) = 4.699 / 5.029 eV
Spin multiplicity = 2
LUMO level (spin up / spin down) = -12.659 / -12.329 eV
Net charge = +3
Expectation value of S² = 1.20

---

Record 3
DFT (ωB97M-V/def2-TZVPD) results for a structure of composition C13H33ClIN2O2P2Tm at a distorted geometry.

The geometry in XYZ format:
```
55
Properties=species:S:1:pos:R:3:lowdin_spin:R:1
H 1.276 -0.477 4.569 0.000
N 0.469 2.651 2.338 0.000
I -0.251 -4.144 -2.797 0.865
O 0.053 0.909 0.962 -0.004
H 2.747 0.690 -2.483 0.000
O -0.104 -1.163 -3.000 0.055
H -4.065 -0.213 1.335 0.000
H 1.400 3.096 0.486 0.000
H -1.748 -0.464 2.423 0.000
H 0.332 4.415 3.458 0.000
H 3.294 1.216 0.353 0.000
N -0.019 0.535 3.221 0.000
H -1.122 -1.100 3.943 0.000
H -0.147 1.042 -4.311 0.000
H 1.674 1.279 4.293 0.000
Tm -0.191 -0.504 -0.411 1.025
H -4.688 -2.619 -0.869 0.000
C 0.183 1.367 2.185 -0.001
H 1.521 3.280 4.102 0.000
H -0.233 -1.477 2.439 -0.001
H 3.500 -0.156 1.476 0.000
P -2.916 -0.954 -0.674 -0.005
C 0.507 3.350 3.661 0.000
H -0.277 2.970 4.354 0.000
H -5.087 0.074 -0.114 0.000
H -0.354 3.540 0.570 0.000
C -3.653 -2.610 -0.481 -0.001
H -2.860 -1.194 -3.102 0.000
C 3.299 -2.526 -0.508 -0.001
H 2.735 -3.210 -1.159 -0.001
H 3.191 -2.869 0.533 0.000
Cl 0.337 -2.421 -5.416 0.065
H 0.815 0.270 -5.658 0.000
C 0.857 0.544 4.433 0.000
H 4.187 -0.363 -2.334 0.000
C -0.101 0.188 -5.036 0.001
C 3.605 0.160 0.423 0.000
H -0.981 0.211 -5.705 0.000
H -3.647 -2.873 0.586 0.000
H -3.092 0.503 -2.604 0.000
C -3.378 -0.534 -2.391 0.000
P 2.547 -0.872 -0.638 -0.004
C -0.814 -0.694 2.973 -0.002
H -4.468 -0.639 -2.509 0.000
C -0.050 -1.129 -4.280 0.012
H 0.241 0.810 5.323 0.000
H -3.021 -3.332 -1.025 0.000
H 4.674 0.093 0.142 0.000
H -3.698 1.146 0.236 0.000
H 4.365 -2.496 -0.786 0.000
H 0.861 4.462 1.434 0.000
C 0.590 3.457 1.131 0.000
H 2.673 -0.994 -3.074 0.000
C 3.087 -0.338 -2.295 -0.001
C -4.055 0.106 0.278 -0.001
```

Properties
E_HOMO (spin up / spin down) = -13.543 / -12.426 eV
E_tot = -3300.39910 hartree
Kohn-Sham gap (spin up / spin down) = 7.751 / 4.700 eV
Spin multiplicity = 3
LUMO level (spin up / spin down) = -5.792 / -7.726 eV
Net charge = +2
Expectation value of S² = 2.01

---

Record 4
DFT (ωB97M-V/def2-TZVPD) results for a structure of composition C15H11BeIN2O2 at a distorted geometry.

The geometry in XYZ format:
```
32
Properties=species:S:1:pos:R:3:mulliken_charge:R:1
C -1.830 4.363 1.611 0.083
C -2.185 0.683 1.927 -0.420
H -3.035 1.430 2.008 0.425
H -1.356 -1.371 3.377 0.238
C 3.756 -2.653 -1.007 -0.150
N -1.727 -1.726 2.482 -0.515
O -1.407 -1.297 -0.559 -0.424
I 2.426 2.117 -2.588 0.456
C 1.651 -0.922 -1.079 0.354
C 2.531 -3.181 -1.697 -0.445
C 0.517 0.144 -1.047 0.514
H -1.788 5.187 2.376 0.390
C -1.850 3.444 0.796 -1.011
N 3.986 -1.449 -0.372 -0.478
C -0.621 2.395 -1.406 0.367
H -1.426 0.895 2.745 0.286
Be 3.469 2.000 -5.098 0.688
H 3.078 0.454 0.087 0.473
C -1.493 0.930 0.536 0.140
H -2.181 -2.633 2.632 0.259
H 0.371 -2.499 -2.248 0.450
H 2.498 -4.204 -2.180 0.379
H -3.288 -1.038 1.109 0.374
H 4.641 -3.367 -1.009 0.354
C 2.941 -0.560 -0.399 -0.286
C -0.880 -0.233 -0.361 0.144
H -3.637 -0.702 2.873 0.408
C 0.652 1.443 -1.588 -0.339
C -2.807 -0.767 2.106 -0.779
C 1.345 -2.244 -1.758 -0.250
C -1.339 2.226 0.003 0.752
O -1.013 3.137 -2.271 -0.437
```

Properties
E_HOMO = -14.351 eV
E_tot = -1149.58373 hartree
Kohn-Sham gap = 2.511 eV
LUMO level = -11.840 eV
Net charge = +2

---

Record 5
DFT (ωB97M-V/def2-TZVPD) results for a cluster of 6 separate species, C5H19N2O5 in total at a distorted geometry.

The geometry in XYZ format:
```
31
Properties=species:S:1:pos:R:3:lowdin_spin:R:1
H -0.413 -1.444 1.939 0.008
H -2.012 0.147 -2.595 0.001
H 1.218 -3.284 -0.438 0.000
N -0.082 0.656 2.007 0.042
H -0.209 -0.059 -2.622 0.000
H 0.483 0.782 2.852 -0.001
H 0.342 3.020 -4.042 0.000
O 2.348 0.308 2.716 0.005
H -1.783 3.896 -1.018 0.000
H 2.378 -2.897 3.887 0.000
N -0.491 1.138 -0.099 0.012
C -1.170 -0.504 -2.368 0.007
H -1.605 3.163 -2.373 0.000
H -0.804 1.699 -0.935 -0.001
C -0.397 -0.503 1.408 0.329
H 1.404 -2.147 4.824 0.000
H -0.818 -2.075 -0.941 0.017
H 3.308 0.396 2.699 0.000
O 2.079 -2.017 4.148 0.000
O -0.565 2.772 -3.839 0.000
H 0.108 2.678 1.242 0.006
O -1.765 3.016 -1.414 0.000
H -2.300 -1.343 -0.723 0.030
H -1.249 -1.310 -3.093 0.001
O 1.641 -3.892 0.191 0.000
H 1.260 -4.718 -0.136 0.000
C -1.265 -1.074 -0.949 0.061
H -1.002 2.665 -4.692 0.000
C -0.162 1.638 1.103 0.240
C -0.660 -0.192 0.038 0.241
H 2.184 -0.516 3.223 0.000
```

Properties
E_HOMO (spin up / spin down) = -17.196 / -17.195 eV
E_tot = -686.97485 hartree
Kohn-Sham gap (spin up / spin down) = 9.385 / 5.234 eV
Spin multiplicity = 2
LUMO level (spin up / spin down) = -7.810 / -11.961 eV
Net charge = +2
Expectation value of S² = 0.76

---

Record 6
DFT (ωB97M-V/def2-TZVPD) results for the ion C4H10N3 with charge +1 at a distorted geometry.

The geometry in XYZ format:
```
17
Properties=species:S:1:pos:R:3:mulliken_charge:R:1
C -0.366 0.015 1.366 -0.106
H -0.202 -1.917 0.411 0.318
H -1.379 -0.971 -0.389 0.446
H 1.847 1.292 -0.699 0.445
H -0.451 -0.892 -2.344 0.307
C -0.460 -0.856 0.096 -0.757
H -0.240 -0.542 2.363 0.342
C 0.622 -0.763 -2.125 -0.781
C 1.120 0.704 -0.224 -0.086
H 1.290 -1.595 -2.267 0.291
N -1.575 0.754 1.523 -0.559
H -1.701 1.344 2.412 0.274
N 0.542 -0.350 -0.756 0.092
H 1.119 -0.007 -2.671 0.363
N 0.834 0.786 1.079 -0.136
H -1.846 1.310 0.662 0.242
H 0.846 1.685 1.561 0.306
```

Properties
E_HOMO = -14.044 eV
E_tot = -322.42255 hartree
Kohn-Sham gap = 10.279 eV
LUMO level = -3.765 eV
Net charge = +1
SMILES = CN1C=[NH+][C@@H](N)C1

---

> Among the records above, which one has the highest E_tot?

C4H10N3